# C24H80O20P

A cluster of 16 separate species, C24H80O20P in total (ωB97M-V/def2-TZVPD, the OMol25 dataset).

Structure (XYZ):
```
125
Properties=species:S:1:pos:R:3:mulliken_charge:R:1
C 5.80 -1.28 -0.73 -1.1861
C 4.45 -1.86 -0.32 -0.0309
P 3.05 -0.57 -0.25 -0.6034
O 1.82 0.70 -0.20 -0.5255
O 2.74 -0.75 -1.93 -0.2919
C 1.59 -1.48 -2.29 1.2957
C 2.01 -2.49 -3.37 -1.3585
C 1.05 -2.13 -0.99 1.1970
C -0.44 -1.98 -0.62 -1.4404
C -1.35 -1.03 -1.39 -0.9818
C -0.98 0.45 -1.18 0.6303
C -2.08 1.35 -1.64 -0.2872
O -2.69 2.14 -0.95 -0.6867
O -2.38 1.24 -2.99 -0.4743
O 1.89 -1.82 0.08 -0.0496
H 5.67 -0.54 -1.53 0.2766
H 6.31 -0.82 0.12 0.3106
H 6.44 -2.08 -1.13 0.4144
H 4.17 -2.65 -1.03 0.1777
H 4.50 -2.31 0.67 -0.0139
H 4.00 0.48 -0.50 -0.1452
H 3.22 -0.41 1.19 -0.1807
H 1.48 0.64 0.70 0.1837
H 0.89 -0.77 -2.76 -0.4997
H 1.56 -2.27 -4.34 0.2383
H 1.75 -3.52 -3.09 0.3693
H 3.09 -2.43 -3.48 0.0163
H 1.18 -3.21 -1.15 0.5171
H -0.48 -1.76 0.46 0.3076
H -0.86 -2.99 -0.76 0.1352
H -1.41 -1.29 -2.45 0.2519
H -2.37 -1.15 -0.99 0.5288
H -0.08 0.72 -1.74 0.1557
H -0.80 0.63 -0.12 0.3521
H -1.73 1.76 -3.48 0.3011
C -2.81 5.04 -2.70 -0.4676
O -3.79 5.33 -1.72 -0.5664
H -2.67 5.94 -3.29 0.3230
H -1.85 4.77 -2.24 0.2228
H -3.13 4.22 -3.35 0.1560
H -3.93 4.53 -1.20 0.3361
C 5.43 -3.13 -5.50 -0.5606
O 4.79 -1.87 -5.67 -0.4343
H 4.81 -3.70 -4.81 0.2389
H 5.51 -3.68 -6.44 0.3133
H 6.43 -3.02 -5.07 0.2255
H 5.34 -1.33 -6.26 0.2547
C 0.86 -4.42 1.90 -0.4027
O 2.19 -4.40 1.41 -0.6689
H 0.75 -5.25 2.60 0.3213
H 0.64 -3.49 2.43 0.2675
H 0.14 -4.54 1.09 0.0656
H 2.27 -3.63 0.81 0.3947
C -5.32 2.56 1.44 -0.2485
O -5.36 2.65 0.02 -0.5673
H -6.30 2.87 1.81 0.1549
H -5.12 1.54 1.77 0.1771
H -4.56 3.22 1.86 0.2118
H -4.49 2.38 -0.29 0.3852
C 1.43 3.11 3.06 -0.5310
O 0.74 2.01 3.65 -0.5088
H 2.49 2.89 3.06 0.3199
H 1.09 3.26 2.03 0.1967
H 1.25 4.03 3.62 0.2396
H -0.20 2.21 3.63 0.3397
C -1.78 5.76 2.72 -0.3410
O -0.37 5.70 2.53 -0.4760
H -2.05 4.98 3.43 0.0785
H -2.09 6.72 3.13 0.2663
H -2.31 5.58 1.78 0.2251
H -0.12 6.38 1.90 0.2501
C 1.03 -2.20 -7.71 -0.5705
O 1.95 -2.64 -6.74 -0.3563
H 0.04 -2.52 -7.41 0.2389
H 1.03 -1.11 -7.80 0.1857
H 1.26 -2.63 -8.70 0.3145
H 2.84 -2.36 -6.97 0.2166
C 8.53 -0.46 -2.95 -0.6137
O 7.82 -1.06 -4.03 -0.5110
H 9.49 -0.12 -3.33 0.2913
H 7.97 0.40 -2.56 0.2819
H 8.69 -1.18 -2.14 0.2520
H 6.97 -1.34 -3.68 0.2904
C -3.22 0.79 4.56 -0.3371
O -2.00 1.49 4.38 -0.4688
H -3.95 1.25 3.89 -0.0523
H -3.13 -0.26 4.28 0.2275
H -3.59 0.86 5.58 0.2905
H -1.33 1.10 4.95 0.2676
C 0.83 1.09 -5.75 -0.6524
O 0.03 2.05 -5.06 -0.5356
H 1.83 1.13 -5.31 0.2811
H 0.44 0.07 -5.62 0.2251
H 0.89 1.32 -6.82 0.3760
H -0.85 2.03 -5.46 0.2608
C -2.43 -6.04 2.51 -0.6788
O -2.06 -4.74 2.99 -0.3954
H -2.15 -6.09 1.46 0.2436
H -1.89 -6.82 3.06 0.3302
H -3.50 -6.20 2.61 0.3000
H -2.30 -4.70 3.91 0.2266
C -3.14 6.49 6.59 -0.6005
O -3.46 5.69 5.47 -0.3948
H -2.22 7.02 6.36 0.2069
H -3.92 7.23 6.80 0.2828
H -2.97 5.89 7.49 0.2682
H -4.27 5.21 5.66 0.2520
C -8.47 3.85 4.22 -0.5267
O -7.60 3.25 5.17 -0.5075
H -9.31 4.26 4.78 0.2497
H -7.97 4.66 3.68 0.2470
H -8.84 3.11 3.51 0.2394
H -6.85 2.88 4.70 0.2988
C 5.63 -3.49 3.51 -0.6250
O 5.07 -4.09 2.36 -0.4461
H 6.63 -3.17 3.25 0.2215
H 5.06 -2.61 3.82 0.2553
H 5.69 -4.19 4.35 0.2952
H 4.16 -4.36 2.55 0.2635
C -5.67 -3.52 1.80 -0.6066
O -4.60 -2.75 1.29 -0.3981
H -6.59 -3.16 1.34 0.2561
H -5.55 -4.58 1.55 0.2298
H -5.76 -3.40 2.89 0.2485
H -3.79 -3.07 1.71 0.2676
```

Calculated values
orbital gap: 6.34 eV
net charge: -1
largest force on an atom: 1.642 eV/Å
HOMO energy: -4.5 eV

# C24H82O17S7

A cluster of 17 separate species, C24H82O17S7 in total (ωB97M-V/def2-TZVPD, the OMol25 dataset).

Structure (XYZ):
```
130
Properties=species:S:1:pos:R:3:mulliken_charge:R:1
C 2.47 4.26 -2.29 -0.5389
S 2.84 2.47 -2.38 0.8787
O 2.02 2.05 -3.53 -0.9068
C 4.50 2.62 -3.02 -0.9271
H 3.03 4.94 -2.95 0.4753
H 2.71 4.63 -1.28 0.2125
H 1.38 4.26 -2.54 -0.1685
H 5.18 2.75 -2.15 0.2440
H 4.74 3.43 -3.72 0.3901
H 4.89 1.72 -3.50 0.2326
C -0.06 3.43 0.51 -0.3306
S 0.47 5.10 1.02 0.4103
O 1.96 5.14 1.24 -0.5979
C 0.00 6.01 -0.41 -0.8184
H -0.21 2.82 1.38 0.0650
H 0.64 2.89 -0.20 -0.0598
H -1.01 3.70 0.10 0.4071
H 0.25 7.07 -0.15 0.3626
H -1.05 5.83 -0.55 0.4012
H 0.47 5.73 -1.34 0.1099
C -1.89 -4.31 6.83 -1.0160
S -1.78 -3.56 5.18 0.5019
O -3.10 -3.82 4.50 -0.6541
C -1.91 -1.88 5.78 -0.8733
H -2.87 -3.97 7.27 0.2690
H -1.00 -3.95 7.36 0.3632
H -1.73 -5.38 6.88 0.3622
H -2.77 -1.85 6.48 0.4469
H -2.04 -1.34 4.86 0.1199
H -0.96 -1.61 6.27 0.3755
C -5.31 -5.71 1.88 -1.0745
S -5.03 -4.31 0.79 0.6606
O -6.15 -4.39 -0.13 -0.6816
C -5.42 -3.01 1.97 -0.3137
H -6.36 -5.60 2.14 0.3217
H -4.60 -5.72 2.65 0.3187
H -5.26 -6.62 1.27 0.3679
H -5.10 -2.08 1.41 -0.1536
H -4.83 -3.16 2.85 0.1293
H -6.49 -2.98 2.17 0.5178
C -0.47 2.52 -4.91 -0.5784
S -1.49 2.60 -3.53 0.9199
O -0.88 3.80 -2.87 -0.7733
C -3.02 3.19 -4.24 -1.2264
H 0.44 1.97 -4.61 -0.1547
H -0.11 3.60 -5.11 0.3608
H -0.91 2.02 -5.75 0.4793
H -3.46 2.56 -4.98 0.4053
H -2.86 4.15 -4.70 0.3706
H -3.74 3.35 -3.42 0.3368
C 4.39 4.81 5.85 -1.1216
S 3.65 4.37 4.30 0.7201
O 3.93 2.88 4.26 -0.7215
C 1.86 4.62 4.74 -0.6880
H 5.41 5.00 5.75 0.3999
H 4.21 3.99 6.50 0.2917
H 4.01 5.81 6.20 0.3630
H 1.28 4.49 3.84 -0.0365
H 1.83 5.68 5.08 0.4057
H 1.55 3.94 5.49 0.3603
C 5.09 -2.43 -2.59 -1.1827
S 4.60 -0.91 -3.43 0.8038
O 5.67 -0.72 -4.45 -0.7347
C 3.20 -1.63 -4.36 -0.5428
H 5.46 -3.12 -3.40 0.3451
H 4.37 -2.86 -1.97 0.3147
H 5.98 -2.23 -1.97 0.3920
H 3.65 -2.33 -5.07 0.4755
H 2.67 -0.81 -4.90 0.1232
H 2.52 -2.23 -3.73 -0.0237
C -4.60 0.18 0.77 -1.0965
O -3.38 -0.61 0.77 -0.3299
H -4.50 1.20 0.43 0.2285
H -5.30 -0.28 0.08 0.3730
H -4.98 0.19 1.77 0.4044
H -3.22 -0.84 -0.15 0.1727
C 4.05 -1.10 2.99 -0.8384
O 3.84 -0.53 1.73 -0.2858
H 4.42 -0.49 3.75 0.3532
H 3.08 -1.27 3.40 0.2408
H 4.55 -2.06 2.81 0.2568
H 4.41 0.28 1.60 0.3230
C 0.97 0.92 3.71 -0.1685
O 0.87 -0.45 4.04 -0.5352
H 0.43 1.37 4.53 0.3259
H 1.94 1.36 3.48 0.0760
H 0.37 1.04 2.79 -0.0115
H 0.64 -0.96 3.23 0.1717
C -3.57 -2.73 -2.47 -0.5696
O -3.34 -1.25 -2.37 -0.4809
H -2.64 -3.25 -2.50 -0.0326
H -4.24 -3.12 -1.74 0.4033
H -3.97 -2.94 -3.46 0.3097
H -2.47 -1.08 -2.76 0.1491
C -1.10 -2.93 1.43 -0.2628
O -0.89 -1.61 1.90 0.5838
H -0.19 -3.43 1.76 0.4299
H -2.04 -3.37 1.87 -0.0416
H -1.34 -3.04 0.33 -0.2011
H -1.66 -1.11 1.62 0.0071
C 5.31 2.47 0.53 -0.4956
O 5.26 1.93 1.84 -0.5807
H 4.42 2.29 -0.13 0.0254
H 5.48 3.56 0.50 0.3841
H 6.12 1.98 0.01 0.3624
H 4.84 2.42 2.57 0.2607
C -0.64 -1.77 -5.03 -0.8703
O -0.67 -0.99 -3.78 0.2382
H -1.63 -1.78 -5.52 0.2652
H 0.20 -1.49 -5.66 0.3664
H -0.52 -2.82 -4.71 0.2351
H -0.08 -0.25 -3.89 -0.0923
C -6.50 -0.89 -3.83 -0.7498
O -5.30 -0.08 -3.67 -0.4825
H -6.26 -1.95 -4.04 0.2767
H -7.27 -0.84 -3.11 0.2778
H -6.84 -0.50 -4.78 0.2621
H -4.66 -0.50 -3.10 0.4996
C 1.29 -1.01 -0.53 -0.0295
O 1.31 0.26 0.16 0.0218
H 0.66 -0.95 -1.38 -0.2109
H 2.30 -1.40 -0.79 0.2970
H 0.87 -1.73 0.22 0.0388
H 2.10 0.04 0.72 -0.1480
C 0.46 -4.13 -2.02 -0.5280
O 1.67 -4.24 -2.77 -0.4959
H -0.25 -4.83 -2.39 0.4777
H 0.64 -4.30 -0.97 0.5011
H 0.07 -3.11 -1.99 -0.2557
H 2.05 -5.11 -2.53 0.2820
```

Calculated values
orbital gap: 9.01 eV
largest force on an atom: 3.586 eV/Å
energy relative to the best compared isomer or geometry (same formula, charge and spin): 0.0 kJ/mol
HOMO energy: -8.6 eV

# C24H83O27PS

A cluster of 21 separate species, C24H83O27PS in total (ωB97M-V/def2-TZVPD, the OMol25 dataset).

Structure (XYZ):
```
136
Properties=species:S:1:pos:R:3:mulliken_charge:R:1
C -3.20 -2.20 -4.09 -0.8393
C -3.11 -1.81 -2.95 -1.6908
C -2.91 -1.17 -1.60 0.2629
C -3.63 -2.04 -0.50 0.3964
C -3.85 -1.27 0.81 0.8202
C -4.00 -1.92 1.98 -2.1723
C -5.05 -2.46 -0.98 -1.5122
C -5.94 -1.25 -1.34 -0.4806
C -7.25 -1.26 -0.53 -0.7812
O -8.22 -0.38 -1.04 -0.4576
C -7.82 0.98 -0.96 -0.6168
C -2.81 -3.32 -0.29 -2.1553
S -1.18 -2.87 0.33 1.2820
O -1.22 -2.98 1.76 -0.8866
O -0.14 -3.71 -0.17 -0.6710
O -0.97 -1.32 0.01 0.9033
C -1.40 -0.92 -1.32 0.9496
C -0.45 -1.57 -2.38 -1.6650
C 1.02 -1.33 -2.02 1.5942
C 2.02 -2.31 -2.63 -1.1691
C 3.43 -2.20 -1.99 -1.4689
C 3.93 -0.76 -1.73 -0.0513
C 4.45 -0.52 -0.29 -0.7742
C 3.49 -0.98 0.82 -0.3820
C 2.33 0.00 1.14 0.3028
C 2.72 1.49 1.09 -0.2370
C 1.65 2.25 1.96 -0.6131
C 1.02 3.48 1.24 0.5124
C -0.39 3.70 1.85 -1.3282
P -1.21 0.94 -1.37 0.8412
O -1.58 1.48 -2.67 -0.9195
O 0.25 1.40 -0.97 -0.5122
O -2.16 1.53 -0.22 -0.3606
H -3.58 -2.40 -5.06 0.7047
H -3.43 -0.22 -1.66 1.5982
H -3.87 -0.18 0.83 0.7978
H -3.38 -1.72 2.86 0.1275
H -4.75 -2.71 2.04 0.2874
H -5.51 -2.92 -0.09 0.7000
H -5.02 -3.24 -1.74 0.6711
H -6.18 -1.17 -2.40 0.6418
H -5.44 -0.31 -1.08 0.1713
H -7.06 -1.01 0.53 0.3136
H -7.64 -2.28 -0.56 0.4359
H -7.15 1.19 -0.11 0.2375
H -7.32 1.29 -1.89 0.2430
H -8.70 1.61 -0.85 0.2568
H -3.25 -3.96 0.48 1.2031
H -2.76 -3.88 -1.23 0.4699
H -0.68 -2.62 -2.53 0.1684
H -0.66 -1.03 -3.31 0.7940
H 1.20 -1.30 -0.94 -0.5970
H 1.29 -0.34 -2.42 0.0002
H 1.67 -3.33 -2.38 0.3165
H 2.04 -2.29 -3.72 0.3273
H 3.47 -2.83 -1.10 0.5077
H 4.13 -2.68 -2.70 0.5212
H 3.21 0.03 -1.96 -0.0145
H 4.78 -0.59 -2.40 0.5246
H 4.78 0.52 -0.21 0.3828
H 5.36 -1.12 -0.18 0.0520
H 3.05 -1.97 0.64 -0.3102
H 4.08 -1.08 1.74 0.5056
H 1.43 -0.13 0.54 -0.5047
H 2.03 -0.20 2.18 0.8192
H 2.61 1.92 0.09 -0.2704
H 3.71 1.68 1.51 0.6552
H 0.83 1.55 2.14 -0.3543
H 2.04 2.53 2.94 0.5378
H 0.96 3.39 0.16 -0.2879
H 1.60 4.35 1.54 0.4508
H -0.85 2.77 2.20 0.1751
H -0.37 4.39 2.70 0.3678
H -1.09 4.13 1.12 0.2966
H 0.78 1.56 -1.76 0.2500
H -1.93 1.11 0.63 0.1544
O 3.30 0.53 -4.48 -0.6055
H 2.55 0.43 -5.08 0.3005
H 4.07 0.36 -5.03 0.2971
O 7.40 0.09 -0.35 -0.4940
H 7.72 0.26 -1.24 0.2330
H 7.76 -0.78 -0.13 0.2955
O 1.03 6.20 0.08 -0.5906
H 0.62 7.06 0.01 0.2742
H 0.82 5.76 -0.75 0.2899
O 1.32 1.01 4.55 -0.4830
H 1.84 0.76 5.32 0.2402
H 0.41 0.79 4.79 0.2296
O -1.42 -5.29 -3.53 -0.6519
H -1.24 -4.97 -2.64 0.3431
H -2.03 -4.63 -3.89 0.3156
O 2.76 4.11 -1.23 -0.4418
H 3.61 3.82 -1.58 0.1993
H 2.85 5.07 -1.16 0.2666
O 5.14 4.67 0.25 -0.5962
H 5.60 5.31 0.81 0.2681
H 4.25 4.62 0.62 0.3118
O 9.75 -1.54 0.64 -0.6082
H 9.51 -2.04 1.43 0.3365
H 10.67 -1.30 0.78 0.2736
O -1.44 0.18 3.04 -0.6438
H -2.08 -0.16 3.67 0.3417
H -1.31 -0.56 2.42 0.1485
O 6.51 1.14 -3.46 -0.6076
H 5.75 1.63 -3.12 0.2977
H 7.23 1.78 -3.43 0.3054
O -4.93 0.57 3.71 -0.5746
H -5.45 0.35 4.49 0.3296
H -4.95 -0.23 3.16 0.1655
O 1.50 -2.80 2.67 -0.8024
H 0.77 -2.90 2.05 0.3125
H 2.28 -2.96 2.14 0.3154
O -3.04 -6.28 -0.58 -0.5830
H -2.30 -5.89 -0.09 0.2962
H -3.00 -7.21 -0.34 0.3184
O -6.19 1.75 5.61 -0.6290
H -6.89 2.32 5.96 0.2665
H -5.44 2.35 5.49 0.3827
O 6.99 2.17 2.20 -0.6292
H 6.40 1.82 2.88 0.2792
H 7.08 1.44 1.57 0.3186
O -5.48 4.43 5.32 -0.6503
H -4.58 4.15 5.11 0.3186
H -5.62 5.19 4.75 0.3052
O 3.67 3.27 -5.81 -0.6421
H 4.58 3.13 -6.09 0.2944
H 3.45 2.47 -5.32 0.4160
O 8.78 -2.53 3.45 -0.6433
H 9.23 -1.88 3.99 0.3229
H 7.90 -2.60 3.85 0.3150
O -6.43 -3.68 -3.96 -0.6435
H -7.17 -3.18 -3.60 0.3463
H -5.71 -3.04 -3.97 0.2401
O -3.47 4.23 3.21 -0.6534
H -3.28 4.63 2.35 0.2919
H -3.94 3.42 2.99 0.3224
```

Calculated values
orbital gap: 9.04 eV
largest force on an atom: 2.681 eV/Å
HOMO energy: -9.4 eV